Computed, not measured: a molecular structure, C42H32AuN6O4S, with ωB97M-V with the def2-TZVPD basis set.

Each line ends with the Löwdin charge.
Atoms and positions in Å:
Au 0.2983 0.4597 -0.5044  1.0380
S 2.5281 0.8382 -0.6934  0.6499
C 2.4652 2.3112 0.3250  -0.7113
N 3.4912 2.7519 0.9820  0.0566
N 4.6078 2.0679 0.8929  -0.0188
C 5.6764 2.3002 1.7639  -0.2309
C 6.7609 1.4241 1.7326  -0.0355
C 7.8310 1.6120 2.5920  -0.0981
C 7.8361 2.6725 3.4893  -0.1111
C 6.7571 3.5467 3.5088  -0.0938
C 5.6795 3.3709 2.6546  -0.0306
N 1.3244 3.0690 0.4207  0.0422
N 0.2686 2.5988 0.0082  -0.0844
C -0.7935 3.5322 -0.0945  -0.2348
C -0.6222 4.9205 -0.0138  -0.0202
C -1.7224 5.7497 -0.1330  -0.0845
C -2.9956 5.2169 -0.3345  -0.0743
C -3.1580 3.8423 -0.4144  -0.0452
C -2.0591 3.0074 -0.2944  -0.0079
H 4.6101 1.2252 0.3344  0.0620
H 6.7465 0.5876 1.0402  0.1114
H 8.6628 0.9184 2.5651  0.1002
H 8.6672 2.8097 4.1697  0.0948
H 6.7510 4.3760 4.2062  0.1004
H 4.8297 4.0402 2.6710  0.1019
H 0.3703 5.3188 0.1339  0.1029
H -1.5889 6.8231 -0.0708  0.1003
H -3.8525 5.8721 -0.4379  0.1025
H -4.1415 3.4116 -0.5665  0.0966
H -2.1615 1.9344 -0.3508  0.0707
O -3.4513 -0.9251 2.1842  -0.0450
C -2.6803 -0.3030 0.2939  -0.4024
O -1.6011 -0.3626 -0.5434  -0.2824
C -3.8916 0.3646 -0.3667  -0.1267
C -5.0682 0.6565 0.3269  -0.0026
C -6.1346 1.2853 -0.3085  -0.0633
C -6.0472 1.6509 -1.6409  -0.0325
C -4.8859 1.3364 -2.3261  -0.1485
C -3.8234 0.6879 -1.7191  0.0456
N -4.7766 1.7186 -3.7481  -0.3537
O -3.8487 1.2797 -4.3905  0.0800
O -5.6264 2.4599 -4.2064  0.0543
H -5.1520 0.3723 1.3695  0.1211
H -7.0440 1.4910 0.2463  0.1048
H -6.8536 2.1557 -2.1528  0.1116
H -2.9332 0.4475 -2.2835  0.1276
C 2.3072 -6.3108 0.4914  -0.1032
C 1.4161 -5.9239 -0.5006  -0.0759
C 1.1089 -4.5842 -0.6898  -0.0122
C 1.6831 -3.6016 0.1224  -0.1973
C 2.5790 -4.0052 1.1155  -0.0504
C 2.8970 -5.3439 1.2954  -0.0974
C 1.3519 -2.1595 0.0504  -0.1076
C 0.7265 -1.4854 -0.9075  -0.2778
C 0.3035 -1.9030 -2.2613  -0.2597
C -0.9630 -2.4354 -2.5086  -0.0389
C -1.3294 -2.7909 -3.8000  -0.0654
C -0.4454 -2.6156 -4.8572  -0.0950
C 0.8156 -2.0816 -4.6192  -0.0906
C 1.1848 -1.7238 -3.3302  -0.0427
H 2.5269 -7.3599 0.6525  0.0941
H 0.9367 -6.6711 -1.1216  0.1031
H 0.3892 -4.3054 -1.4455  0.1002
H 3.0257 -3.2529 1.7578  0.1089
H 3.5913 -5.6348 2.0756  0.0949
H 1.6785 -1.6029 0.9204  0.0812
H -1.6487 -2.5723 -1.6838  0.1003
H -2.3116 -3.2129 -3.9777  0.1055
H -0.7385 -2.8921 -5.8634  0.0955
H 1.5113 -1.9412 -5.4398  0.0963
H 2.1639 -1.2955 -3.1380  0.1035
C -0.4225 1.0320 2.6138  -0.0082
C -1.1671 -0.0687 2.3618  -0.2904
C -0.6613 -1.4058 2.5715  -0.1056
C -1.1179 -2.5700 1.9904  -0.0806
C -2.2242 -2.7455 1.1443  -0.2250
C -3.2087 -1.6621 0.9479  -0.1756
C -2.5497 0.1204 1.7967  -0.2093
C -2.4433 -4.0032 0.5320  -0.2818
N -2.6186 -5.0306 0.0082  0.0798
H 0.5954 0.9437 2.9854  0.0528
H -0.8175 2.0366 2.4719  0.0430
H 0.2357 -1.4766 3.1804  0.0898
H -0.5296 -3.4641 2.1807  0.1106
H -4.1334 -2.0331 0.5015  0.1485
H -2.9467 1.1078 2.0597  0.1460

- Energy: -2782.88294 hartree
- Net charge: -1


Computed, not measured: a molecular structure, C42H32F10N6O3S3V, with ωB97M-V with the def2-TZVPD basis set.

Each line ends with the Mulliken spin population.
Atoms and positions in Å:
V 0.8049 -0.8826 -1.1642  1.0214
C 3.9638 -0.1663 -1.5319  0.0218
N 3.0436 -1.2238 -1.0928  -0.0270
C 3.2050 -2.3403 -2.0430  0.0248
C 2.1044 -3.3893 -2.0667  -0.0127
N 0.8183 -2.7249 -2.0506  -0.0244
C -0.2571 -3.3458 -2.5912  -0.0059
C -1.4706 -2.6217 -2.7706  0.0240
F -0.9128 -0.5914 -4.3713  0.0012
C -2.5719 -3.1805 -3.3807  0.0053
F -3.6949 -2.4733 -3.5306  -0.0002
C -2.5744 -4.4897 -3.8255  -0.0008
F -3.6526 -5.0291 -4.4291  0.0000
C -1.4385 -5.2400 -3.6112  -0.0006
F -1.4222 -6.5287 -3.9851  -0.0001
C -0.3249 -4.7000 -2.9991  -0.0051
F 0.6824 -5.5799 -2.7550  -0.0003
C 3.3812 -1.5688 0.2921  0.0228
C 2.2981 -2.3435 1.0083  -0.0043
N 1.0240 -1.6441 0.8885  -0.0374
C 0.2174 -1.7846 1.9752  -0.0009
C 0.2672 -2.8157 2.9501  -0.0013
F 1.0350 -3.9218 2.7727  0.0000
C -0.5214 -2.8512 4.0881  0.0002
F -0.3813 -3.8726 4.9492  0.0001
C -1.4716 -1.8869 4.3276  0.0006
F -2.2451 -1.9198 5.4276  0.0000
C -1.6361 -0.9105 3.3620  0.0018
F -2.5839 0.0197 3.5266  -0.0001
C -0.8345 -0.8699 2.2421  0.0043
F -1.1031 0.1000 1.3665  0.0017
H 4.9987 -0.5441 -1.5511  0.0007
H 3.9172 0.6847 -0.8559  -0.0016
H 3.6964 0.1690 -2.5303  -0.0029
H 4.1859 -2.8192 -1.8783  0.0002
H 3.2277 -1.8817 -3.0337  -0.0036
H 2.2261 -4.1084 -1.2505  -0.0022
H 2.2718 -3.9509 -2.9926  0.0010
H 3.5223 -0.6275 0.8283  -0.0006
H 4.3428 -2.1107 0.3196  -0.0011
H 2.6319 -2.3916 2.0518  -0.0007
H 2.2680 -3.3792 0.6581  -0.0052
O 2.7768 1.8372 0.9038  -0.0007
C 1.7297 2.8023 0.9206  -0.0006
C 0.5267 2.2124 0.0869  -0.0048
O -0.4681 2.9080 -0.0890  0.0037
O 0.7437 1.0256 -0.2971  0.0007
C 2.2735 4.1109 0.3590  0.0017
C 3.5781 4.4652 0.7046  -0.0004
C 4.1418 5.6453 0.2491  0.0000
C 3.4089 6.4986 -0.5674  0.0000
C 2.1133 6.1529 -0.9155  0.0003
C 1.5442 4.9705 -0.4553  0.0000
C 1.2460 2.9695 2.3621  0.0008
C 1.0706 1.8137 3.1228  0.0002
C 0.5990 1.8892 4.4219  -0.0003
C 0.3013 3.1255 4.9836  0.0002
C 0.4753 4.2771 4.2342  -0.0001
C 0.9432 4.2011 2.9272  0.0003
H 2.3210 1.0893 0.4593  0.0285
H 4.1536 3.7938 1.3294  0.0000
H 5.1583 5.8983 0.5294  0.0000
H 3.8473 7.4215 -0.9299  0.0000
H 1.5303 6.8068 -1.5545  0.0000
H 0.5286 4.6987 -0.7099  -0.0003
H 1.3025 0.8538 2.6752  0.0006
H 0.4507 0.9783 4.9898  0.0000
H -0.0752 3.1848 5.9984  0.0001
H 0.2380 5.2451 4.6608  0.0000
H 1.0596 5.1046 2.3431  0.0001
C 1.3335 0.1743 -6.1461  -0.0013
C 1.6221 1.2945 -5.1375  0.0012
C 1.4182 0.7844 -3.7873  -0.0181
N 1.1691 0.2883 -2.7857  -0.0119
H 1.3301 0.5835 -7.1582  -0.0002
H 0.3722 -0.2823 -5.8761  0.0002
H 2.1079 -0.5941 -6.0830  0.0002
H 0.9375 2.1323 -5.2852  -0.0009
H 2.6405 1.6811 -5.2289  -0.0011
S -4.1153 -3.6680 2.3858  0.0003
C -3.6567 -2.6040 1.1784  -0.0002
S -2.3620 -3.0132 0.0989  0.0018
C -2.5509 -1.4985 -0.7155  0.0084
N -3.4870 -0.7627 -0.2383  0.0024
N -4.0913 -1.3578 0.8590  -0.0008
C -5.1515 -0.5933 1.4340  0.0001
C -5.2186 0.7666 1.1234  0.0001
C -6.2319 1.5434 1.6564  0.0000
C -7.1876 0.9890 2.4967  -0.0002
C -7.1139 -0.3598 2.7988  0.0001
C -6.1040 -1.1571 2.2787  -0.0001
S -1.6076 -0.9776 -2.1341  -0.0026
H -4.4749 1.2009 0.4752  -0.0002
H -6.2632 2.5980 1.4116  0.0000
H -7.9754 1.6055 2.9128  0.0000
H -7.8478 -0.8140 3.4542  0.0000
H -6.0473 -2.2029 2.5258  0.0000

- Spin multiplicity: 2
- ⟨S²⟩: 0.756
- Energy above the lowest of the compared OMol25 structures with the same formula, charge and spin: 0.000 eV
- Net charge: -2


Computed, not measured: a molecular structure, C42H32F6N3O8PV, with ωB97M-V with the def2-TZVPD basis set.

Each line ends with the Mulliken spin population.
Atoms and positions in Å:
V 0.2890 1.0655 0.2367  1.9986
O 0.0549 -1.0954 1.5464  0.0426
C 1.3741 -1.6336 1.7747  0.0032
C 2.2632 -1.0808 0.6173  0.0204
O 3.2453 -1.6978 0.2513  0.0189
O 1.8470 0.0287 0.1134  -0.1098
C 1.3181 -3.1544 1.7312  -0.0002
C 2.4425 -3.9032 2.0724  0.0002
C 2.3840 -5.2864 2.0780  0.0000
C 1.2026 -5.9393 1.7495  -0.0001
C 0.0884 -5.1992 1.3913  0.0000
C 0.1469 -3.8112 1.3770  0.0000
C 1.9623 -1.2014 3.1188  0.0061
C 3.1291 -0.4565 3.2265  0.0013
C 3.6494 -0.1500 4.4743  0.0018
C 3.0063 -0.5793 5.6245  0.0001
C 1.8353 -1.3131 5.5230  -0.0003
C 1.3229 -1.6296 4.2777  0.0005
H -0.3539 -0.9389 2.4093  0.0076
H 3.3597 -3.3931 2.3308  -0.0002
H 3.2630 -5.8585 2.3482  0.0000
H 1.1485 -7.0207 1.7829  0.0000
H -0.8371 -5.6963 1.1260  0.0000
H -0.7255 -3.2359 1.0959  -0.0004
H 3.6403 -0.1109 2.3373  -0.0031
H 4.5612 0.4298 4.5472  0.0000
H 3.4155 -0.3430 6.5987  0.0001
H 1.3220 -1.6314 6.4213  0.0000
H 0.4149 -2.2201 4.2071  -0.0001
O -6.2028 2.3286 1.9892  0.0006
C -5.2592 2.5615 2.7660  0.0003
O -5.2149 2.9330 3.9466  0.0005
C -3.8591 2.3199 2.1064  0.0007
C -3.7090 2.3994 0.7236  -0.0088
C -2.4971 2.0959 0.1470  0.0435
N -1.4345 1.7248 0.8759  -0.1188
C -1.5667 1.6895 2.2125  0.0626
C -2.7511 1.9631 2.8662  0.0085
C -0.2484 1.4436 2.9089  -0.0264
O -0.1883 1.2398 4.1083  0.0150
O 0.7443 1.4916 2.0843  -0.0170
H -4.5653 2.6831 0.1273  0.0003
H -2.3478 2.1479 -0.9232  -0.0218
H -2.8017 1.9182 3.9450  0.0008
N -1.3136 -1.3456 -2.0791  -0.0050
P -0.2990 0.0540 -1.9624  -0.0453
C 0.9877 -0.6156 -3.1018  0.0177
C 0.5837 -0.9997 -4.3871  -0.0003
C 1.4857 -1.5621 -5.2716  0.0003
C 2.8096 -1.7472 -4.8894  -0.0002
C 3.2150 -1.3704 -3.6211  -0.0008
C 2.3129 -0.8033 -2.7278  0.0017
C -1.1050 1.1972 -3.1470  0.0230
C -0.3005 2.1186 -3.8153  -0.0061
C -0.8604 3.0247 -4.6976  0.0008
C -2.2311 3.0176 -4.9214  -0.0004
C -3.0380 2.1096 -4.2537  0.0000
C -2.4771 1.2021 -3.3646  -0.0046
C -2.0668 -1.9133 -1.0601  -0.0010
C -2.3769 -3.2800 -1.0995  -0.0015
C -3.1908 -3.7948 -0.1126  -0.0001
C -3.6680 -2.9516 0.8841  0.0000
C -3.2963 -1.6212 0.8362  0.0050
N -2.5168 -1.1074 -0.1146  0.0267
H -1.0001 -2.0199 -2.7586  0.0013
H -0.4418 -0.8414 -4.6988  0.0001
H 1.1562 -1.8518 -6.2618  0.0000
H 3.5162 -2.1878 -5.5814  0.0000
H 4.2412 -1.5220 -3.3114  0.0000
H 2.6516 -0.5127 -1.7440  0.0045
H 0.7674 2.1055 -3.6440  0.0009
H -0.2289 3.7511 -5.1935  0.0000
H -2.6721 3.7249 -5.6125  0.0000
H -4.1085 2.1122 -4.4155  0.0001
H -3.1047 0.4890 -2.8412  -0.0009
H -1.9740 -3.9049 -1.8868  -0.0002
H -3.4561 -4.8447 -0.1186  0.0000
H -4.3166 -3.3139 1.6687  0.0001
H -3.6513 -0.9227 1.5857  0.0001
C 1.9860 3.7443 0.7474  0.0528
C 1.3127 3.6218 -0.6253  -0.0142
O 0.6555 2.4243 -0.8819  0.0482
C 0.2532 4.7368 -0.7627  -0.0005
F -0.6562 4.6146 0.2184  -0.0002
F 0.7925 5.9675 -0.6597  -0.0005
F -0.4115 4.6848 -1.9254  0.0000
C 2.4141 3.7697 -1.7149  -0.0069
F 3.0260 2.5860 -1.8856  -0.0005
F 1.9366 4.1539 -2.9138  0.0001
F 3.3665 4.6647 -1.3878  -0.0002
H 1.2331 3.8915 1.5147  0.0012
H 2.6882 4.5726 0.7626  0.0007
H 2.5024 2.8111 0.9621  -0.0230

- Spin multiplicity: 3
- ⟨S²⟩: 2.010
- Energy above the lowest of the compared OMol25 structures with the same formula, charge and spin: 0.978 eV
- Net charge: -1